# 1
ORCA calculation (ωB97M-V/def2-TZVPD) on a cluster of 4 separate species, C46H66FN5O11 in total.

Geometry as XYZ:
```
129
Properties=species:S:1:pos:R:3:lowdin_charge:R:1
C 1.318 3.393 3.211 -0.104
C 1.541 4.317 2.001 -0.261
C 2.509 3.718 0.970 -0.211
C 1.816 2.822 -0.084 -0.195
C 2.193 1.328 0.011 -0.191
C 1.052 0.380 -0.371 -0.198
C 0.805 0.313 -1.887 -0.185
C 1.724 -0.651 -2.650 -0.208
C 2.002 -2.010 -1.998 -0.218
C 0.774 -2.788 -1.527 -0.198
C 1.160 -4.028 -0.682 -0.202
C 0.549 -4.039 0.719 -0.204
C 1.235 -3.053 1.680 -0.210
C 1.254 -3.499 3.140 -0.215
C -0.118 -3.629 3.815 -0.202
C -1.009 -2.382 3.649 -0.185
C -2.202 -2.581 2.683 -0.192
C -3.591 -2.454 3.352 -0.189
C -4.443 -1.267 2.841 -0.169
C -4.936 -1.528 1.399 -0.099
C -5.206 -0.350 0.389 -0.233
C -4.495 -0.684 -0.929 -0.297
C -2.987 -0.868 -0.906 -0.014
F -4.806 0.303 -1.889 -0.011
C -6.754 -0.389 0.169 -0.212
O -7.263 -1.475 -0.576 -0.032
N -7.384 -1.152 -1.959 0.005
O -7.741 -2.082 -2.560 0.102
C -7.201 1.000 -0.264 -0.443
O -8.273 1.312 -0.667 0.132
N -6.153 1.866 0.027 0.100
C -5.126 1.158 0.848 -0.171
C -3.887 2.074 0.663 -0.035
C -2.897 2.097 1.794 -0.540
O -3.106 2.659 2.799 0.172
O -1.747 1.387 1.624 0.061
H 0.367 3.613 3.703 0.069
H 1.290 2.340 2.908 0.063
H 2.123 3.517 3.939 0.072
H 0.580 4.530 1.520 0.095
H 1.927 5.272 2.369 0.100
H 3.047 4.522 0.462 0.101
H 3.252 3.115 1.503 0.106
H 0.727 2.903 0.036 0.092
H 2.055 3.199 -1.082 0.105
H 3.083 1.119 -0.592 0.117
H 2.478 1.128 1.052 0.103
H 0.131 0.750 0.109 0.079
H 1.243 -0.606 0.063 0.079
H -0.247 0.104 -2.104 0.090
H 0.980 1.323 -2.279 0.108
H 2.686 -0.179 -2.869 0.072
H 1.259 -0.856 -3.625 0.111
H 2.713 -1.883 -1.172 0.109
H 2.510 -2.630 -2.748 0.114
H 0.206 -3.138 -2.397 0.114
H 0.094 -2.158 -0.943 0.089
H 0.905 -4.952 -1.209 0.106
H 2.252 -4.039 -0.570 0.105
H 0.662 -5.049 1.134 0.114
H -0.525 -3.832 0.667 0.095
H 0.755 -2.069 1.605 0.088
H 2.273 -2.915 1.354 0.113
H 1.835 -2.771 3.719 0.113
H 1.782 -4.455 3.231 0.111
H -0.643 -4.522 3.456 0.105
H 0.065 -3.797 4.881 0.104
H -1.377 -2.050 4.623 0.103
H -0.394 -1.562 3.274 0.097
H -2.143 -1.842 1.886 0.088
H -2.113 -3.565 2.213 0.095
H -4.165 -3.371 3.183 0.111
H -3.456 -2.363 4.434 0.103
H -5.321 -1.193 3.491 0.113
H -3.868 -0.353 2.943 0.101
H -4.249 -2.242 0.938 0.104
H -5.875 -2.078 1.502 0.117
H -4.927 -1.623 -1.293 0.143
H -2.466 -0.191 -0.235 0.061
H -2.722 -1.885 -0.609 0.081
H -2.605 -0.722 -1.918 0.088
H -7.207 -0.499 1.166 0.175
H -5.725 2.252 -0.808 0.142
H -5.475 1.219 1.883 0.157
H -4.300 3.087 0.647 0.135
H -3.413 1.905 -0.306 0.122
H -1.204 1.777 0.920 0.084
O 6.928 -1.489 -3.012 0.066
N 5.854 -1.163 -3.482 -0.328
O 4.994 -0.558 -2.873 0.074
C 5.574 -1.536 -4.878 -0.140
C 6.524 -2.258 -5.578 -0.001
C 6.249 -2.618 -6.888 -0.062
C 5.043 -2.256 -7.472 -0.067
C 4.105 -1.529 -6.751 -0.059
C 4.367 -1.163 -5.440 0.004
H 7.457 -2.533 -5.110 0.117
H 6.978 -3.185 -7.451 0.109
H 4.832 -2.543 -8.494 0.109
H 3.167 -1.246 -7.208 0.110
H 3.646 -0.599 -4.868 0.104
O 12.651 -1.032 2.222 0.074
N 11.576 -0.713 1.754 -0.353
O 10.712 -0.104 2.353 0.076
C 11.299 -1.095 0.357 -0.148
C 12.253 -1.815 -0.339 -0.007
C 11.982 -2.181 -1.648 -0.068
C 10.776 -1.823 -2.236 -0.069
C 9.833 -1.096 -1.521 -0.059
C 10.093 -0.726 -0.211 0.004
H 13.186 -2.083 0.133 0.118
H 12.715 -2.746 -2.207 0.106
H 10.567 -2.115 -3.257 0.104
H 8.896 -0.821 -1.982 0.081
H 9.371 -0.162 0.360 0.120
O -8.714 8.687 2.781 0.074
N -8.596 8.156 1.694 -0.354
O -8.525 8.751 0.637 0.073
C -8.534 6.684 1.655 -0.151
C -8.640 5.979 2.840 -0.006
C -8.592 4.595 2.795 -0.062
C -8.435 3.939 1.581 -0.070
C -8.329 4.668 0.404 -0.062
C -8.378 6.052 0.434 -0.002
H -8.759 6.502 3.777 0.118
H -8.675 4.028 3.712 0.107
H -8.406 2.860 1.532 0.091
H -8.212 4.149 -0.538 0.100
H -8.299 6.632 -0.474 0.118
```

SMILES string: CCCCCCCCCCCCCCCCCCCC[C@@]1([C@H](C)F)[C@H](ON=O)C(=O)N[C@@H]1CC(=O)O.O=[N+]([O-])c1ccccc1.O=[N+]([O-])c1ccccc1.O=[N+]([O-])c1ccccc1

***

# 2
ORCA calculation (ωB97M-V/def2-TZVPD) on a cluster of 2 separate species, C4H8N2O in total.

Geometry as XYZ:
```
15
Properties=species:S:1:pos:R:3:lowdin_charge:R:1
N 1.891 1.035 0.947 0.139
C 1.081 1.075 0.020 -0.212
C 0.201 1.191 -0.943 -0.095
C -1.287 1.282 -0.695 -0.295
O -1.986 0.222 -1.302 -0.089
H 2.084 0.087 1.281 0.043
H 0.536 1.128 -1.975 0.114
H -1.674 2.204 -1.143 0.114
H -1.480 1.340 0.390 0.112
H -1.566 -0.598 -0.992 0.038
C 0.591 -2.040 0.959 -0.126
N -0.502 -1.584 0.505 0.041
H 0.868 -2.032 2.020 0.075
H 1.317 -2.471 0.269 0.073
H -1.072 -1.204 1.263 0.068
```

energy relative to the best compared isomer or geometry (same formula, charge and spin): 78.2 kcal per mole
SMILES string: N=C=CCO.C=N

***

Number 1: LUMO energy -0.03582 hartree, HOMO-LUMO gap 8.89 eV, E_HOMO -9.86 eV. Number 2: LUMO energy 0.02507 hartree, HOMO-LUMO gap 9.63 eV, E_HOMO -8.95 eV.